# 1
The following is a quantum chemistry calculation of C2H3NO2 in the gas phase in a non-equilibrium geometry, from the Open Molecules 2025 dataset.

```
! wB97M-V def2-TZVPD RIJCOSX def2/J DEFGRID3
* xyz 0 1
C -0.93 -0.03 -0.14
O -1.76 -0.05 0.94
N 0.30 -0.25 -0.03
C 1.44 -0.74 -0.23
O 2.54 -0.06 -0.16
H -2.67 0.01 0.66
H -1.37 0.23 -1.10
H 2.44 0.89 0.04
*
```

Computed properties:
highest occupied orbital energy	-7.87	eV
gap between HOMO and LUMO	8.313	eV
relative energy (zero: lowest compared OMol25 entry of this formula, charge and spin)	66.6	kcal per mole

---

# 2
The following is a quantum chemistry calculation of a molecular structure, AgH30O19P in a non-equilibrium geometry, from the Open Molecules 2025 dataset.

```
! wB97M-V def2-TZVPD RIJCOSX def2/J DEFGRID3
* xyz -2 1
Ag 1.02 1.80 0.40
P -0.27 -0.60 0.08
O 0.55 0.00 -1.05
O -0.65 0.88 -0.43
O 1.15 -0.55 0.58
O -0.41 0.36 1.22
O -1.05 3.09 0.59
H -1.01 2.16 0.25
H -0.76 3.04 1.49
O 0.34 1.97 2.93
H 0.10 1.28 2.27
H 0.89 1.45 3.54
O -3.06 1.53 -0.90
H -2.10 1.25 -0.80
H -2.89 2.49 -1.14
O 0.51 -3.52 -0.72
H 1.23 -2.95 -0.55
H 0.59 -4.14 0.00
O 2.54 -1.90 -0.93
H 2.07 -1.17 -0.40
H 2.30 -1.57 -1.80
O -1.30 0.49 -2.81
H -0.94 0.63 -1.92
H -0.47 0.13 -3.21
O -2.77 -1.65 1.36
H -3.55 -1.44 0.79
H -2.58 -0.70 1.61
O 3.24 0.42 1.33
H 2.30 0.06 1.14
H 3.04 0.65 2.23
O 0.44 2.68 -1.84
H 1.34 2.36 -1.89
H -0.02 1.97 -1.30
O -2.63 -1.59 -1.95
H -2.50 -2.12 -2.75
H -2.26 -0.74 -2.33
O -0.14 -0.91 3.41
H -0.27 -0.31 2.62
H 0.75 -1.22 3.27
O 2.65 1.21 -1.37
H 1.81 0.67 -1.33
H 3.06 0.85 -0.56
O -2.65 0.96 1.82
H -1.75 0.66 1.55
H -2.95 1.04 0.95
O 1.04 -0.83 -3.20
H 1.47 -0.06 -3.61
H 0.83 -0.53 -2.23
O 1.55 -2.62 2.01
H 0.77 -3.14 2.15
H 1.43 -1.80 1.44
*
```

Computed properties:
highest occupied orbital energy	-2.23	eV
gap between HOMO and LUMO	6.802	eV
relative energy (zero: lowest compared OMol25 entry of this formula, charge and spin)	374.7	kcal per mole

---

# 3
The following is a quantum chemistry calculation of a gas-phase ion, C8H11N2O (charge +1) in a non-equilibrium geometry, from the Open Molecules 2025 dataset.

```
! wB97M-V def2-TZVPD RIJCOSX def2/J DEFGRID3
* xyz 1 1
C -2.61 -1.49 0.93
C -1.92 -2.34 1.69
C -1.98 -0.53 0.13
C -0.63 -0.43 0.31
C -0.02 -1.33 1.09
C 2.35 -0.34 -0.30
C 1.49 0.84 -0.24
C 1.84 1.88 -1.28
N -0.60 -2.32 1.81
N -2.73 0.31 -0.54
O -0.01 0.56 -0.40
H -3.65 -1.23 1.14
H -2.30 -2.93 2.50
H 3.25 -0.20 0.27
H 2.08 -1.32 -0.72
H 1.48 1.19 0.88
H 2.40 1.55 -2.10
H 2.47 2.70 -0.81
H 0.96 2.42 -1.63
H -0.02 -2.90 2.54
H -3.74 0.38 -0.55
H -2.23 0.96 -1.10
*
```

Computed properties:
highest occupied orbital energy (spin up / spin down)	-12.93 / -12.18	eV
gap between HOMO and LUMO (spin up / spin down)	9.248 / 6.879	eV
relative energy (zero: lowest compared OMol25 entry of this formula, charge and spin)	128.7	kcal per mole

---

# 4
The following is a quantum chemistry calculation of 2 unconnected molecules or ions with the total composition CH4FINP in a non-equilibrium geometry, from the Open Molecules 2025 dataset.

```
! wB97M-V def2-TZVPD RIJCOSX def2/J DEFGRID3
* xyz 0 1
C -0.14 0.82 0.41
N 0.97 0.23 1.03
P 2.25 0.58 1.80
I 1.82 3.15 2.26
H 0.01 0.84 -0.69
H -0.93 0.09 0.69
H -0.32 1.75 0.88
F 3.19 -0.01 -1.18
H 3.20 -0.32 -1.96
*
```

Computed properties:
highest occupied orbital energy	-9.10	eV
gap between HOMO and LUMO	8.591	eV
SMILES string	C/N=P\I.F
relative energy (zero: lowest compared OMol25 entry of this formula, charge and spin)	38.9	kcal per mole

---

# 5
The following is a quantum chemistry calculation of C24H22ClN3O2 in the gas phase, from the Open Molecules 2025 dataset.

```
! wB97M-V def2-TZVPD RIJCOSX def2/J DEFGRID3
* xyz 0 1
O 3.67 -2.83 0.84
C 3.61 -1.68 0.47
N 2.49 -1.20 -0.15
C 2.21 0.07 -0.65
C 3.20 0.86 -1.22
C 2.93 2.16 -1.61
C 1.66 2.68 -1.44
C 0.65 1.88 -0.94
C 0.89 0.56 -0.58
N -0.11 -0.31 -0.09
C -1.22 0.24 0.66
C -2.47 0.58 -0.19
N -2.81 -0.55 -1.02
C -3.91 -1.34 -0.87
O -4.02 -2.41 -1.45
C -5.00 -0.80 -0.01
C -5.43 -1.54 1.09
C -6.48 -1.09 1.86
C -7.13 0.09 1.54
C -6.73 0.81 0.43
C -5.66 0.37 -0.34
C -1.71 -1.01 -1.84
C -0.52 -1.41 -0.95
C 4.72 -0.70 0.73
C 4.50 0.36 1.59
C 5.54 1.21 1.93
C 6.81 1.01 1.40
C 7.04 -0.05 0.54
C 6.00 -0.91 0.21
Cl 6.28 -2.21 -0.89
H 1.71 -1.84 -0.08
H 4.19 0.46 -1.35
H 3.72 2.76 -2.03
H 1.45 3.70 -1.71
H -0.34 2.29 -0.85
H -1.52 -0.53 1.39
H -0.89 1.12 1.20
H -2.27 1.43 -0.84
H -3.30 0.83 0.47
H -4.92 -2.47 1.33
H -6.80 -1.67 2.72
H -7.96 0.43 2.14
H -7.24 1.73 0.16
H -5.35 0.94 -1.21
H -1.41 -0.20 -2.51
H -2.05 -1.87 -2.42
H -0.83 -2.25 -0.31
H 0.30 -1.71 -1.59
H 3.52 0.52 2.00
H 5.36 2.04 2.60
H 7.62 1.67 1.66
H 8.02 -0.22 0.13
*
```

Computed properties:
highest occupied orbital energy	-8.18	eV
gap between HOMO and LUMO	8.738	eV
SMILES string	O=C(Nc1ccccc1N1CCN(C(=O)c2ccccc2)CC1)c1ccccc1Cl
relative energy (zero: lowest compared OMol25 entry of this formula, charge and spin)	14.7	kcal per mole

---

# 6
The following is a quantum chemistry calculation of 2 unconnected molecules or ions with the total composition CH8N3 in a non-equilibrium geometry, from the Open Molecules 2025 dataset.

```
! wB97M-V def2-TZVPD RIJCOSX def2/J DEFGRID3
* xyz 1 1
N -1.70 -0.75 -0.93
H -2.12 -1.68 -0.94
H -0.57 -0.62 0.62
H -2.47 -0.09 -0.99
H -1.16 -0.64 -1.78
N 1.43 1.05 -0.30
C 1.20 0.50 0.89
N 0.32 -0.41 1.13
H 1.06 0.65 -1.16
H 1.83 1.97 -0.33
H 1.84 0.79 1.72
H 0.34 -0.77 2.08
*
```

Computed properties:
highest occupied orbital energy	-15.14	eV
gap between HOMO and LUMO	11.528	eV
relative energy (zero: lowest compared OMol25 entry of this formula, charge and spin)	8.4	kcal per mole

---

# 7
The following is a quantum chemistry calculation of 2 unconnected molecules or ions with the total composition C11H12NO2 in a non-equilibrium geometry, from the Open Molecules 2025 dataset.

```
! wB97M-V def2-TZVPD RIJCOSX def2/J DEFGRID3
* xyz -1 1
C -3.40 1.63 -0.39
C -1.26 0.53 -1.26
C -0.32 -0.18 0.60
C -2.20 0.76 -0.30
C -1.61 0.29 0.93
C 0.41 -0.89 1.55
C -0.06 -0.86 2.86
C -2.09 0.34 2.25
C -1.26 -0.21 3.21
N -0.15 -0.08 -0.75
H 0.75 -0.25 -1.31
H -1.28 0.93 -2.25
H 1.35 -1.41 1.43
H -3.66 1.85 -1.44
H -3.18 2.62 0.02
H 0.55 -1.30 3.64
H -3.06 0.74 2.44
H -1.42 -0.22 4.27
H -4.31 1.24 0.07
C 4.39 -0.75 -2.14
C 2.87 -0.82 -2.36
O 2.21 0.13 -1.81
O 2.43 -1.75 -3.03
H 4.68 -0.12 -1.30
H 4.89 -0.51 -3.08
H 4.73 -1.75 -1.84
*
```

Computed properties:
highest occupied orbital energy	-4.48	eV
gap between HOMO and LUMO	7.863	eV
relative energy (zero: lowest compared OMol25 entry of this formula, charge and spin)	6.6	kcal per mole

---

# 8
The following is a quantum chemistry calculation of C5H8O2 in the gas phase, from the Open Molecules 2025 dataset.

```
! wB97M-V def2-TZVPD RIJCOSX def2/J DEFGRID3
* xyz 0 1
O 1.90 -0.87 -0.64
C 1.09 -0.34 0.34
C 0.69 1.13 -0.01
C -0.70 1.02 -0.38
C -1.46 -0.01 0.33
C -0.33 -1.08 0.24
O -0.43 -1.35 -1.09
H 1.21 -1.24 -1.26
H 1.62 -0.38 1.29
H 0.72 1.71 0.94
H 1.31 1.64 -0.75
H -1.17 1.75 -1.04
H -1.91 0.28 1.28
H -2.27 -0.30 -0.34
H -0.38 -1.91 0.97
*
```

Computed properties:
highest occupied orbital energy (spin up / spin down)	-9.22 / -8.50	eV
gap between HOMO and LUMO (spin up / spin down)	8.030 / 6.770	eV
relative energy (zero: lowest compared OMol25 entry of this formula, charge and spin)	98.9	kcal per mole

---

What did the fourth record say?
The following is a quantum chemistry calculation of 2 unconnected molecules or ions with the total composition CH4FINP in a non-equilibrium geometry, from the Open Molecules 2025 dataset.

```
! wB97M-V def2-TZVPD RIJCOSX def2/J DEFGRID3
* xyz 0 1
C -0.14 0.82 0.41
N 0.97 0.23 1.03
P 2.25 0.58 1.80
I 1.82 3.15 2.26
H 0.01 0.84 -0.69
H -0.93 0.09 0.69
H -0.32 1.75 0.88
F 3.19 -0.01 -1.18
H 3.20 -0.32 -1.96
*
```

Computed properties:
highest occupied orbital energy	-9.10	eV
gap between HOMO and LUMO	8.591	eV
SMILES string	C/N=P\I.F
relative energy (zero: lowest compared OMol25 entry of this formula, charge and spin)	38.9	kcal per mole

---

relative energy (zero: lowest compared OMol25 entry of this formula, charge and spin) of number 4 (CH4FINP)? 38.9 kcal per mole

---

What is the relative energy (zero: lowest compared OMol25 entry of this formula, charge and spin) in the second record? 374.7 kcal per mole

---

Copy entry 3 word for word.
The following is a quantum chemistry calculation of a gas-phase ion, C8H11N2O (charge +1) in a non-equilibrium geometry, from the Open Molecules 2025 dataset.

```
! wB97M-V def2-TZVPD RIJCOSX def2/J DEFGRID3
* xyz 1 1
C -2.61 -1.49 0.93
C -1.92 -2.34 1.69
C -1.98 -0.53 0.13
C -0.63 -0.43 0.31
C -0.02 -1.33 1.09
C 2.35 -0.34 -0.30
C 1.49 0.84 -0.24
C 1.84 1.88 -1.28
N -0.60 -2.32 1.81
N -2.73 0.31 -0.54
O -0.01 0.56 -0.40
H -3.65 -1.23 1.14
H -2.30 -2.93 2.50
H 3.25 -0.20 0.27
H 2.08 -1.32 -0.72
H 1.48 1.19 0.88
H 2.40 1.55 -2.10
H 2.47 2.70 -0.81
H 0.96 2.42 -1.63
H -0.02 -2.90 2.54
H -3.74 0.38 -0.55
H -2.23 0.96 -1.10
*
```

Computed properties:
highest occupied orbital energy (spin up / spin down)	-12.93 / -12.18	eV
gap between HOMO and LUMO (spin up / spin down)	9.248 / 6.879	eV
relative energy (zero: lowest compared OMol25 entry of this formula, charge and spin)	128.7	kcal per mole